DFT (ωB97M-V with the def2-TZVPD basis set) results for a 2-piece molecular cluster, C4H10O overall.

The calculation puts the maximum force at 0.009 Eh/bohr. The HOMO-LUMO gap comes out at 10.5954 eV. The energy above the lowest of the compared OMol25 structures with the same formula, charge and spin comes out at 46.9 kcal per mole. As for the HOMO energy: -9.625 eV.

Last column: Löwdin charge in e.
Atoms and positions in Å:
C  0.18033  0.14916  -2.25072  -0.02
C  0.19652  0.61764  -1.00632  -0.23
C  -0.82800  0.29555  0.04860  -0.20
C  -0.25625  0.12850  1.45179  -0.30
O  -1.35572  0.12175  2.34347  -0.07
H  -0.58048  -0.55464  -2.58835  0.06
H  0.93165  0.44471  -2.97921  0.05
H  2.04112  -1.84828  -0.57257  0.05
H  1.89217  -1.32839  -0.06228  0.02
H  0.98775  1.31405  -0.71360  0.10
H  -1.39154  -0.60570  -0.22361  0.12
H  -1.55496  1.11812  0.10936  0.12
H  0.32197  -0.80755  1.53081  0.10
H  0.43172  0.96246  1.67649  0.12
H  -1.01629  -0.00739  3.23616  0.09